# 1
{"formula": "C20H18F6N6PS4W", "method": "the ωB97M-V functional and the def2-TZVPD basis", "species": ["W", "S", "C", "C", "C", "C", "C", "C", "S", "C", "C", "C", "C", "C", "C", "C", "S", "C", "C", "C", "C", "C", "C", "S", "N", "H", "H", "H", "H", "H", "H", "H", "H", "H", "H", "H", "H", "H", "H", "H", "F", "P", "F", "F", "F", "F", "F", "N", "N", "N", "C", "N", "N", "H", "H", "H"], "xyz": [[-0.1932, -0.3386, -0.3852], [-1.6089, -0.4962, 1.6760], [-3.2014, 0.0875, 1.2118], [-4.2590, -0.1949, 2.0741], [-5.5377, 0.2597, 1.7851], [-5.7795, 0.9962, 0.6324], [-4.7334, 1.2851, -0.2368], [-3.4528, 0.8450, 0.0665], [-2.1832, 1.1929, -1.1363], [-1.5634, 2.8369, -0.7090], [-0.5045, 2.8656, 0.3451], [-0.2098, 4.1143, 0.8696], [0.7541, 4.2424, 1.8485], [1.3457, 3.0803, 2.3222], [0.9982, 1.8609, 1.7809], [1.5300, 0.6416, 2.4507], [1.8976, -0.7128, 1.3088], [3.3655, -0.1413, 0.4580], [4.5841, -0.4110, 1.0300], [5.7630, 0.0159, 0.3837], [5.6973, 0.6841, -0.8400], [4.4759, 0.9322, -1.4295], [3.2802, 0.5224, -0.7865], [1.7935, 0.8557, -1.5692], [0.1145, 1.7272, 0.7489], [-4.0681, -0.7782, 2.9669], [-6.3476, 0.0299, 2.4648], [-6.7794, 1.3345, 0.3964], [-4.9199, 1.8521, -1.1419], [-2.4251, 3.4293, -0.3961], [-1.1970, 3.2650, -1.6470], [-0.7416, 4.9845, 0.5062], [1.0176, 5.2097, 2.2576], [2.0617, 3.1211, 3.1324], [0.7959, 0.2240, 3.1474], [2.4356, 0.8552, 3.0172], [4.6416, -0.9425, 1.9734], [6.7228, -0.1868, 0.8437], [6.6069, 1.0025, -1.3333], [4.4265, 1.4330, -2.3894], [-0.4633, -0.4979, -2.2078], [-3.0281, -2.5936, -2.2840], [-3.7572, -3.3030, -3.4001], [-3.7415, -3.2206, -1.1148], [-1.6360, -3.1403, -2.6124], [-2.0852, -1.6900, -0.8580], [-3.3854, -1.1762, -2.6916], [1.9578, -3.8306, -2.5282], [1.2140, -3.5249, -1.4840], [0.7063, -4.4432, -0.6958], [0.0470, -3.7602, 0.2224], [0.1892, -2.4567, -0.0181], [0.9352, -2.3024, -1.1112], [2.0491, -4.8139, -2.7524], [2.1625, -3.1288, -3.2219], [-0.4913, -4.2062, 1.0453]], "atomic_forces_ev_per_a": [[-1.47, -0.22, 2.22], [1.25, 0.20, -1.27], [-0.20, 0.04, -0.05], [0.31, -0.12, 0.06], [-0.03, 0.08, -0.07], [0.04, -0.02, 0.03], [-0.07, 0.12, -0.07], [0.24, -0.05, -0.16], [0.44, -0.42, 1.05], [0.02, -0.10, -0.32], [-0.15, -0.17, -0.09], [0.12, 0.03, 0.16], [-0.05, -0.02, -0.01], [-0.05, 0.04, -0.07], [0.08, -0.15, 0.01], [0.03, -0.20, 0.04], [-0.55, 0.62, -0.47], [-0.11, -0.32, 0.32], [-0.38, -0.06, 0.10], [0.08, 0.10, -0.13], [0.01, 0.00, -0.03], [0.29, 0.12, -0.16], [-0.92, 0.29, -0.23], [0.31, -0.40, 0.43], [0.11, 0.06, -0.30], [-0.11, 0.00, 0.01], [-0.01, 0.00, -0.01], [0.00, 0.02, 0.01], [-0.04, -0.03, -0.01], [-0.04, -0.01, -0.03], [0.00, 0.00, 0.00], [-0.02, -0.03, -0.05], [-0.01, 0.01, -0.01], [0.00, -0.04, 0.01], [-0.01, 0.01, -0.02], [0.02, -0.04, 0.01], [0.09, -0.01, -0.02], [0.00, -0.01, 0.00], [0.00, -0.01, 0.00], [-0.04, 0.02, 0.02], [0.20, 0.44, -0.51], [0.44, 0.18, 0.40], [-0.22, -0.16, -0.28], [-0.06, 0.01, 0.07], [-0.18, 0.27, 0.17], [0.03, 0.08, -0.48], [0.10, -0.08, 0.06], [0.54, -0.24, -0.32], [-0.29, 0.36, 0.08], [0.18, -0.32, -0.27], [-0.17, 0.28, 0.26], [-0.01, 0.95, -0.56], [0.62, -1.23, 0.23], [-0.14, -0.06, 0.15], [-0.19, 0.17, 0.08], [-0.04, 0.03, -0.02]], "gap_ha": [0.1782, 0.1631], "s_squared": 0.775, "multiplicity": 2, "total_charge": 4}

---

# 2
{"formula": "C20H18FN5O4S", "method": "the ωB97M-V functional and the def2-TZVPD basis", "species": ["C", "N", "C", "N", "N", "C", "C", "N", "C", "O", "C", "C", "C", "C", "C", "C", "H", "O", "C", "O", "H", "H", "H", "H", "H", "H", "H", "S", "C", "C", "O", "N", "C", "C", "C", "C", "C", "C", "F", "H", "H", "H", "H", "H", "H", "H", "H", "H", "H"], "xyz": [[0.2552, 2.0690, 4.3125], [0.8553, 1.1208, 3.4224], [2.1484, 1.0889, 2.9803], [2.3245, 0.1068, 2.1408], [1.1510, -0.5249, 2.0092], [0.2749, 0.0732, 2.7723], [-1.1555, -0.3295, 2.8715], [-1.4890, -1.1681, 1.7473], [-2.1749, -0.6590, 0.6887], [-2.8337, 0.3595, 0.7689], [-2.1012, -1.4789, -0.5518], [-3.2157, -1.5215, -1.3794], [-3.2139, -2.2273, -2.5776], [-2.0472, -2.8694, -2.9176], [-0.9156, -2.8130, -2.0983], [-0.9120, -2.1297, -0.9095], [-0.0135, -2.0620, -0.3176], [0.1027, -3.5126, -2.6863], [-0.4190, -4.0174, -3.8959], [-1.7639, -3.6071, -4.0318], [-0.3680, -5.1179, -3.8909], [0.1705, -3.6325, -4.7433], [-4.0796, -2.2670, -3.2168], [-4.0999, -0.9860, -1.0712], [-0.8550, -1.9351, 1.5841], [-1.3401, -0.8618, 3.8130], [-1.8085, 0.5488, 2.8246], [3.3378, 2.3001, 3.3832], [3.7857, 2.7299, 1.6594], [2.4893, 2.7728, 0.8600], [1.6082, 3.5604, 1.1239], [2.4279, 1.8314, -0.1127], [1.3323, 1.5010, -0.9166], [0.0493, 2.0104, -0.7487], [-0.9757, 1.6108, -1.5883], [-0.7444, 0.7067, -2.6098], [0.5256, 0.1842, -2.7928], [1.5373, 0.5822, -1.9473], [2.7852, 0.0768, -2.1185], [0.7434, -0.5234, -3.5768], [-1.5486, 0.4026, -3.2610], [-1.9668, 2.0039, -1.4296], [-0.1369, 2.7227, 0.0371], [3.2194, 1.2112, -0.2273], [4.5037, 1.9997, 1.2916], [4.2327, 3.7212, 1.7182], [-0.7036, 2.3938, 3.9083], [0.9201, 2.9280, 4.4010], [0.1017, 1.6275, 5.2992]], "atomic_forces_ev_per_a": [[-0.31, 0.31, 0.36], [0.28, -0.64, -0.60], [0.18, 0.11, 0.30], [0.92, 0.23, 0.33], [-0.89, -0.55, -0.21], [0.11, 0.25, 0.09], [-0.25, 0.03, 0.05], [0.20, -0.18, 0.34], [-0.09, -0.20, 0.02], [-0.16, 0.24, -0.03], [-0.09, -0.02, -0.30], [0.10, 0.10, 0.27], [0.19, -0.19, -0.23], [0.46, 0.15, 0.47], [-0.62, 0.00, -0.19], [-0.04, -0.24, -0.20], [0.17, 0.06, 0.12], [0.07, 0.25, 0.37], [0.64, -0.71, -0.81], [-0.43, 0.22, 0.11], [-0.06, 0.26, 0.07], [-0.16, -0.01, 0.22], [-0.13, -0.01, -0.08], [-0.08, 0.08, 0.03], [-0.08, 0.06, -0.09], [-0.04, 0.13, -0.09], [0.06, -0.16, 0.08], [0.26, 0.02, -0.05], [-0.22, -0.08, 0.35], [0.42, 0.00, -0.21], [-0.22, 0.18, 0.09], [0.37, -0.13, -0.45], [-0.13, -0.07, -0.19], [-0.02, 0.06, 0.11], [-0.01, -0.06, -0.15], [0.01, 0.12, -0.03], [0.22, 0.09, 0.09], [-0.20, 0.09, 0.00], [-0.03, 0.06, 0.09], [0.05, -0.10, -0.08], [-0.09, -0.07, -0.06], [-0.10, 0.02, 0.04], [0.02, 0.01, 0.03], [-0.15, 0.16, 0.20], [-0.02, 0.08, -0.05], [-0.02, -0.02, -0.11], [0.05, 0.04, 0.03], [-0.12, -0.04, -0.04], [-0.01, 0.06, -0.03]], "smiles": "Cn1c(CNC(=O)c2ccc3c(c2)OCO3)nnc1SCC(=O)Nc1ccccc1F", "gap_ha": 0.3259, "total_charge": 0}

---

# 3
{"formula": "C20H18IN6O2Sn", "method": "the ωB97M-V functional and the def2-TZVPD basis", "species": ["Sn", "C", "C", "N", "C", "C", "C", "O", "C", "C", "N", "C", "C", "C", "C", "C", "C", "I", "C", "O", "H", "H", "H", "H", "H", "H", "H", "H", "H", "H", "H", "H", "N", "C", "C", "N", "C", "C", "N", "C", "C", "N", "H", "H", "H", "H", "H", "H"], "xyz": [[-0.5726, -1.9587, 0.2210], [2.8564, -0.6167, -1.7350], [2.2554, 0.7404, -1.7706], [2.9112, 1.7114, -2.3755], [2.3983, 2.9289, -2.3775], [1.1739, 3.3098, -1.7367], [0.7935, 4.7674, -1.8834], [-0.0407, 5.2452, -0.8553], [0.4276, 2.3156, -1.1333], [-0.8635, 2.6133, -0.5140], [-1.7051, 1.7362, -0.1605], [-3.0011, 1.6312, 0.1090], [-3.9705, 2.1239, -0.8153], [-5.3009, 2.0309, -0.5193], [-5.7119, 1.4169, 0.6736], [-4.7820, 0.8771, 1.5736], [-3.4424, 0.9611, 1.2991], [-2.0437, 0.1627, 2.6070], [0.9536, 0.9686, -1.1400], [0.3417, 0.0088, -0.6078], [3.7872, -0.6155, -2.2942], [2.1739, -1.3527, -2.1677], [3.0565, -0.9163, -0.7018], [2.9649, 3.6889, -2.9068], [0.2723, 4.8645, -2.8452], [1.7044, 5.3611, -1.9751], [0.4075, 5.9293, -0.3471], [-1.0848, 3.6654, -0.3180], [-3.6223, 2.5894, -1.7279], [-6.0408, 2.4339, -1.1973], [-6.7670, 1.3477, 0.9044], [-5.1343, 0.3965, 2.4763], [2.6576, -3.0217, 2.8418], [2.6489, -1.7112, 3.2699], [1.6805, -1.0865, 2.5560], [1.0977, -2.0054, 1.7035], [1.7218, -3.1679, 1.9015], [1.3212, -4.3067, 1.0981], [0.3571, -4.1158, 0.2055], [0.1829, -5.3100, -0.4538], [1.0506, -6.2230, 0.0623], [1.7596, -5.5708, 1.0412], [3.2783, -3.7364, 3.1954], [3.3226, -1.3558, 4.0304], [1.3687, -0.0572, 2.5925], [-0.5470, -5.4405, -1.2342], [1.2229, -7.2595, -0.1724], [2.4822, -5.9977, 1.6036]], "atomic_forces_ev_per_a": [[-0.26, -0.02, -0.07], [-0.01, 0.02, 0.00], [0.11, -0.06, -0.08], [0.03, -0.09, 0.00], [-0.03, 0.06, 0.00], [-0.15, -0.04, 0.05], [-0.03, 0.00, -0.01], [0.04, -0.07, 0.04], [0.11, 0.15, -0.01], [-0.13, 0.00, 0.15], [-0.11, -0.07, -0.19], [0.10, 0.00, 0.13], [-0.01, 0.01, -0.05], [-0.01, 0.02, -0.04], [-0.02, 0.01, -0.02], [0.08, -0.05, 0.07], [-0.02, 0.05, -0.10], [-0.02, 0.04, 0.14], [-0.04, -0.01, -0.03], [0.12, -0.12, 0.14], [0.00, 0.00, 0.00], [0.00, 0.00, -0.01], [-0.02, 0.00, 0.01], [0.02, -0.03, 0.00], [0.01, 0.01, 0.00], [0.02, -0.02, 0.03], [-0.01, 0.08, -0.04], [0.04, -0.01, -0.05], [-0.01, 0.01, 0.00], [0.01, 0.01, -0.01], [0.00, -0.01, 0.00], [0.02, 0.00, 0.00], [0.02, -0.03, -0.01], [0.03, -0.01, 0.02], [-0.03, 0.02, 0.00], [0.10, 0.03, -0.02], [-0.08, 0.11, 0.02], [-0.05, -0.05, -0.08], [0.25, 0.07, -0.07], [-0.08, 0.00, 0.03], [-0.01, -0.04, 0.00], [0.05, 0.03, 0.03], [0.00, 0.00, 0.01], [-0.01, 0.01, 0.00], [-0.01, 0.00, 0.01], [0.01, 0.00, 0.00], [-0.01, 0.00, -0.01], [-0.01, -0.01, 0.01]], "gap_ha": [0.2270, 0.2231], "total_charge": 3}

---

# 4
{"formula": "C20H18N2O4", "method": "the ωB97M-V functional and the def2-TZVPD basis", "species": ["C", "C", "C", "C", "C", "C", "C", "H", "H", "N", "C", "O", "C", "O", "C", "C", "C", "C", "C", "C", "H", "H", "H", "H", "H", "H", "H", "H", "N", "C", "O", "C", "C", "C", "C", "O", "H", "H", "H", "H", "H", "H", "H", "H"], "xyz": [[3.3880, 2.1627, 4.3879], [2.8670, 1.3806, 3.2214], [1.5112, 1.2997, 2.9588], [1.0044, 0.5655, 1.8889], [1.8883, -0.1396, 1.0584], [3.2554, -0.0426, 1.3187], [3.7358, 0.6996, 2.3759], [4.7997, 0.7466, 2.5527], [3.9370, -0.5858, 0.6864], [1.4043, -0.9476, 0.0274], [2.0368, -1.9720, -0.5823], [3.1683, -2.3555, -0.3658], [1.1626, -2.7315, -1.5922], [-0.1540, -2.2708, -1.7587], [-0.4050, -1.2552, -2.6442], [-1.7487, -1.0386, -2.9416], [-2.1123, -0.0340, -3.8132], [-1.1440, 0.7616, -4.4047], [0.1882, 0.5465, -4.1077], [0.5665, -0.4553, -3.2298], [1.6119, -0.5867, -2.9948], [0.9493, 1.1687, -4.5556], [-1.4291, 1.5483, -5.0870], [-3.1571, 0.1287, -4.0368], [-2.4860, -1.6677, -2.4673], [1.7014, -2.7880, -2.5462], [1.0692, -3.7530, -1.2060], [0.4948, -0.6688, -0.3464], [-0.4030, 0.5555, 1.7617], [-1.1656, 0.6460, 0.6424], [-0.7334, 0.5936, -0.5001], [-2.5986, 0.7987, 0.9051], [-3.6339, 0.8579, 0.0070], [-4.8082, 1.0114, 0.7733], [-4.4064, 1.0363, 2.0755], [-3.0759, 0.9092, 2.1705], [-4.9545, 1.1367, 2.9919], [-5.8114, 1.0925, 0.4091], [-3.5382, 0.7956, -1.0571], [-0.8898, 0.7368, 2.6305], [0.8139, 1.8232, 3.5997], [3.7522, 1.4847, 5.1596], [4.2193, 2.7950, 4.0826], [2.6109, 2.7883, 4.8195]], "atomic_forces_ev_per_a": [[0.01, -0.06, 0.01], [-0.05, -0.07, -0.04], [0.12, -0.04, -0.13], [0.45, 0.04, -0.15], [0.09, 0.14, 0.27], [0.10, 0.00, -0.05], [-0.21, 0.07, 0.04], [0.14, 0.00, 0.00], [0.00, -0.01, -0.03], [-0.52, 0.10, -0.12], [-0.32, -0.17, -0.14], [0.15, -0.15, -0.08], [0.37, -0.29, -0.05], [-0.17, 0.23, 0.06], [-0.15, 0.02, -0.35], [0.15, -0.14, 0.09], [-0.02, -0.07, 0.05], [0.04, 0.18, -0.10], [-0.08, 0.09, -0.07], [0.11, -0.31, 0.22], [0.09, -0.03, 0.03], [0.06, 0.04, -0.03], [-0.01, 0.06, -0.06], [-0.08, -0.01, -0.02], [-0.09, -0.08, 0.05], [-0.06, 0.04, 0.13], [0.10, 0.20, -0.05], [0.22, -0.10, 0.04], [-0.24, -0.08, 0.33], [0.25, 0.01, 0.21], [-0.22, 0.21, 0.15], [-0.76, 0.05, -1.07], [0.84, -0.06, 0.47], [0.03, 0.02, 0.58], [-0.70, 0.05, -0.44], [0.46, -0.04, 0.21], [0.03, 0.00, 0.16], [-0.23, 0.02, 0.00], [0.10, -0.01, -0.24], [0.00, -0.11, -0.16], [-0.08, 0.09, 0.04], [0.03, 0.03, 0.10], [0.05, 0.08, 0.04], [-0.01, 0.07, 0.07]], "smiles": "Cc1ccc(NC(=O)COc2ccccc2)c(NC(=O)c2ccco2)c1", "gap_ha": 0.3139, "total_charge": 0}

---

# 5
{"formula": "C20H19BCl3F6O2PdSbSi", "method": "the ωB97M-V functional and the def2-TZVPD basis", "species": ["Pd", "Cl", "Si", "Cl", "Cl", "C", "C", "C", "C", "C", "C", "C", "C", "O", "B", "O", "C", "C", "H", "H", "H", "H", "H", "H", "H", "H", "H", "H", "H", "H", "C", "C", "C", "C", "C", "C", "C", "C", "C", "C", "H", "H", "H", "H", "H", "H", "H", "F", "Sb", "F", "F", "F", "F", "F"], "xyz": [[1.9724, 0.5525, -0.0827], [-0.0745, 2.2157, -2.8087], [1.7788, 1.7743, -1.9849], [2.8836, 1.2499, -3.6539], [2.5350, 3.6314, -1.4119], [-6.6341, -0.9843, 1.0871], [-5.9794, -0.1827, -0.0454], [-6.0836, -0.9955, -1.3397], [-6.7371, 1.1349, -0.2616], [-4.5352, 0.1290, 0.3306], [-4.2800, 0.9661, 1.4198], [-3.0018, 1.3406, 1.8041], [-1.9543, 0.8529, 1.0539], [-0.6189, 1.0811, 1.1389], [-0.0376, 0.3370, 0.1320], [-1.0017, -0.3477, -0.5862], [-2.1912, -0.0160, -0.0138], [-3.4621, -0.3905, -0.3890], [-7.6620, -1.2287, 0.8277], [-6.6365, -0.4196, 2.0145], [-6.0884, -1.9093, 1.2577], [-7.1328, -1.1431, -1.5925], [-5.6240, -1.9749, -1.2309], [-5.6065, -0.4715, -2.1650], [-7.7477, 0.9310, -0.6091], [-6.2266, 1.7401, -1.0070], [-6.8021, 1.7122, 0.6551], [-5.1066, 1.3545, 1.9975], [-2.8321, 1.9820, 2.6531], [-3.5846, -1.0605, -1.2213], [5.7916, -2.3543, -2.9579], [4.4410, -2.4162, -2.7622], [3.8033, -1.4935, -1.8954], [4.5567, -0.5118, -1.2347], [3.9748, 0.4325, -0.3824], [4.7219, 1.3908, 0.3486], [6.0734, 1.4404, 0.1644], [6.6999, 0.5368, -0.7357], [5.9752, -0.4503, -1.4245], [6.5692, -1.3732, -2.2959], [6.2888, -3.0528, -3.6188], [3.8446, -3.1590, -3.2707], [2.7220, -1.5268, -1.7350], [4.2181, 2.0518, 1.0500], [6.6777, 2.1499, 0.7071], [7.7680, 0.5908, -0.8766], [7.6334, -1.3223, -2.4656], [2.1674, -0.2865, 1.9907], [2.3895, -0.3986, 3.9660], [2.1198, 1.4883, 4.1083], [2.6591, -0.5600, 5.8450], [4.2537, -0.0920, 3.6598], [2.6170, -2.2770, 3.7017], [0.5056, -0.6679, 4.1452]], "atomic_forces_ev_per_a": [[0.06, 0.88, 1.01], [-0.09, -0.02, 0.05], [-0.15, -0.10, 0.46], [0.02, -0.05, 0.00], [-0.02, 0.08, -0.12], [0.06, 0.10, -0.18], [-0.09, -0.04, -0.03], [0.04, 0.13, 0.21], [0.08, -0.18, 0.02], [-0.02, 0.03, 0.06], [-0.12, -0.04, -0.04], [0.39, 0.00, -0.01], [-0.76, -0.56, -0.63], [0.49, 0.30, 0.58], [-0.49, 0.04, -0.86], [0.28, -0.45, -0.32], [-0.35, 0.55, 0.66], [0.28, -0.01, -0.01], [-0.17, -0.04, 0.00], [-0.02, 0.07, 0.15], [0.04, -0.12, 0.03], [-0.07, -0.02, -0.01], [0.07, -0.13, -0.03], [0.05, 0.01, -0.13], [-0.16, 0.00, -0.03], [0.02, 0.09, -0.10], [-0.02, 0.11, 0.12], [-0.08, 0.00, 0.02], [0.03, 0.11, 0.09], [-0.08, -0.07, -0.16], [2.61, 1.42, 0.69], [-2.41, 1.26, 1.47], [0.49, -1.47, -1.29], [0.15, 0.07, 0.14], [1.69, 0.97, 0.49], [-2.99, -1.39, -0.54], [2.36, -1.52, -1.73], [-0.59, 1.32, 1.34], [-0.44, 0.18, 0.13], [-0.88, -1.41, -1.03], [0.00, 0.00, -0.02], [-0.07, -0.06, -0.01], [0.39, -0.03, -0.10], [0.09, -0.04, -0.12], [0.05, 0.11, 0.04], [0.17, 0.01, -0.01], [0.16, -0.04, -0.02], [-0.01, 0.02, 0.62], [0.04, -0.06, -0.16], [0.10, -0.71, -0.18], [-0.08, 0.04, -0.61], [-0.73, -0.13, 0.13], [-0.04, 0.71, 0.14], [0.72, 0.13, -0.15]], "gap_ha": [0.2890, 0.2046], "s_squared": 0.768, "multiplicity": 2, "total_charge": -1}